Run P
Computed, not measured: 8 unconnected molecules or ions with the total composition C24H64O8, with the ωB97M-V functional and the def2-TZVPD basis.

Its structure (SMILES) is CC(C)O.CC(C)O.CC(C)O.CC(C)O.CC(C)O.CC(C)O.CC(C)O.CC(C)O. As for the spin multiplicity: 1.

CARTESIAN COORDINATES (ANGSTROEM)
C (-2.702, -5.030, -0.504)
C (-4.100, -4.989, 0.074)
C (-4.983, -4.054, -0.767)
O (-4.617, -6.344, -0.017)
H (-2.292, -4.024, -0.424)
H (-2.721, -5.336, -1.550)
H (-2.048, -5.641, 0.119)
H (-4.068, -4.713, 1.128)
H (-5.221, -4.446, -1.756)
H (-4.310, -3.207, -0.902)
H (-5.873, -3.748, -0.216)
H (-5.568, -6.312, 0.104)
C (2.732, 2.666, 2.471)
C (2.566, 1.607, 3.523)
C (2.617, 2.119, 4.938)
O (1.217, 1.115, 3.304)
H (1.850, 3.267, 2.251)
H (2.999, 2.021, 1.634)
H (3.592, 3.316, 2.634)
H (3.253, 0.771, 3.389)
H (3.625, 2.419, 5.222)
H (2.243, 1.386, 5.653)
H (1.961, 2.989, 4.976)
H (1.028, 1.103, 2.362)
C (-3.075, 1.190, -1.783)
C (-3.845, 2.420, -1.238)
C (-2.909, 3.589, -1.191)
O (-4.948, 2.679, -2.116)
H (-3.726, 0.320, -1.874)
H (-2.303, 0.959, -1.049)
H (-2.625, 1.296, -2.770)
H (-4.315, 2.272, -0.266)
H (-2.488, 3.774, -2.180)
H (-2.175, 3.425, -0.402)
H (-3.424, 4.500, -0.887)
H (-4.722, 2.375, -2.998)
C (2.131, -0.168, -0.547)
C (0.600, 0.105, -0.428)
C (-0.225, -1.042, 0.196)
O (0.372, 1.040, 0.525)
H (2.608, 0.805, -0.430)
H (2.476, -0.595, -1.489)
H (2.425, -0.855, 0.247)
H (0.254, 0.510, -1.379)
H (-0.140, -1.934, -0.426)
H (-1.278, -0.764, 0.205)
H (0.131, -1.273, 1.200)
H (0.490, 1.873, 0.063)
C (1.151, 4.076, -3.079)
C (1.658, 3.742, -1.687)
C (2.611, 4.686, -1.085)
O (0.587, 3.641, -0.748)
H (0.436, 4.899, -3.058)
H (0.654, 3.272, -3.622)
H (2.000, 4.429, -3.664)
H (2.050, 2.725, -1.719)
H (3.400, 4.982, -1.776)
H (3.110, 4.274, -0.208)
H (2.127, 5.594, -0.727)
H (0.193, 4.515, -0.708)
C (-4.020, -1.209, 1.544)
C (-5.278, -0.797, 2.355)
C (-6.363, -1.776, 1.953)
O (-4.943, -0.943, 3.766)
H (-3.730, -2.238, 1.757)
H (-3.201, -0.547, 1.825)
H (-4.081, -1.111, 0.460)
H (-5.600, 0.236, 2.224)
H (-7.277, -1.578, 2.513)
H (-6.089, -2.814, 2.145)
H (-6.682, -1.589, 0.928)
H (-5.326, -0.235, 4.289)
C (1.133, -6.126, -0.463)
C (1.498, -5.905, -1.982)
C (1.278, -4.444, -2.431)
O (2.789, -6.210, -2.232)
H (1.655, -5.425, 0.189)
H (1.373, -7.175, -0.289)
H (0.075, -5.943, -0.279)
H (0.933, -6.548, -2.657)
H (0.230, -4.197, -2.260)
H (1.528, -4.413, -3.491)
H (1.917, -3.762, -1.870)
H (2.952, -6.171, -3.177)
C (5.986, 4.241, 0.392)
C (6.441, 2.821, 0.537)
C (5.813, 1.863, -0.488)
O (7.813, 2.861, 0.337)
H (6.067, 4.562, -0.646)
H (6.658, 4.924, 0.913)
H (4.974, 4.419, 0.757)
H (6.257, 2.459, 1.548)
H (4.725, 1.912, -0.457)
H (6.092, 0.815, -0.385)
H (5.945, 2.351, -1.454)
H (8.009, 3.418, -0.420)


Run Q
Computed, not measured: 8 unconnected molecules or ions with the total composition C24H64O8, with the ωB97M-V functional and the def2-TZVPD basis.

Its structure (SMILES) is CC(C)O.CC(C)O.CC(C)O.CC(C)O.CC(C)O.CC(C)O.CC(C)O.CC(C)O. As for the spin multiplicity: 1.

CARTESIAN COORDINATES (ANGSTROEM)
C (3.107, 3.697, 3.347)
C (2.650, 2.913, 4.636)
C (2.435, 1.402, 4.513)
O (3.718, 2.973, 5.580)
H (3.066, 4.765, 3.561)
H (2.400, 3.607, 2.522)
H (4.110, 3.394, 3.047)
H (1.739, 3.335, 5.061)
H (1.575, 1.190, 3.878)
H (2.161, 0.954, 5.468)
H (3.280, 0.834, 4.122)
H (4.463, 2.831, 4.992)
C (-0.257, -7.622, 1.810)
C (-0.932, -6.382, 2.367)
C (-1.070, -5.303, 1.342)
O (-2.224, -6.684, 2.882)
H (0.669, -7.388, 1.285)
H (-0.917, -8.058, 1.060)
H (-0.085, -8.304, 2.642)
H (-0.352, -6.013, 3.213)
H (-1.770, -4.477, 1.470)
H (-1.389, -5.774, 0.412)
H (-0.161, -4.730, 1.159)
H (-2.672, -5.879, 3.152)
C (-4.906, 5.167, 1.220)
C (-3.884, 4.287, 0.498)
C (-4.470, 3.227, -0.471)
O (-2.915, 5.076, -0.214)
H (-4.325, 5.771, 1.917)
H (-5.655, 4.502, 1.649)
H (-5.366, 5.790, 0.452)
H (-3.354, 3.668, 1.222)
H (-5.095, 3.624, -1.270)
H (-5.036, 2.463, 0.063)
H (-3.648, 2.641, -0.882)
H (-3.324, 5.847, -0.615)
C (-0.282, -1.327, 0.283)
C (-0.749, 0.082, 0.129)
C (-0.965, 0.854, 1.445)
O (0.272, 0.752, -0.513)
H (0.426, -1.470, 1.099)
H (0.293, -1.656, -0.583)
H (-1.138, -1.994, 0.381)
H (-1.639, 0.029, -0.499)
H (-1.241, 1.893, 1.266)
H (-0.068, 0.858, 2.063)
H (-1.769, 0.357, 1.989)
H (-0.102, 1.610, -0.725)
C (-2.502, -2.870, -2.022)
C (-3.085, -2.786, -3.404)
C (-4.404, -3.599, -3.628)
O (-3.348, -1.467, -3.779)
H (-2.523, -3.914, -1.711)
H (-2.998, -2.266, -1.262)
H (-1.443, -2.635, -2.130)
H (-2.384, -3.025, -4.204)
H (-4.176, -4.650, -3.452)
H (-4.638, -3.644, -4.691)
H (-5.227, -3.284, -2.987)
H (-2.545, -0.954, -3.668)
C (3.712, 1.385, 0.664)
C (3.750, 0.128, -0.196)
C (3.558, -1.160, 0.602)
O (2.770, 0.193, -1.172)
H (3.771, 2.214, -0.041)
H (4.481, 1.527, 1.423)
H (2.784, 1.515, 1.221)
H (4.721, -0.008, -0.671)
H (2.520, -1.305, 0.902)
H (4.154, -1.259, 1.510)
H (3.894, -2.030, 0.038)
H (1.938, 0.335, -0.713)
C (0.625, 5.537, -1.882)
C (0.783, 4.599, -0.744)
C (0.635, 5.340, 0.638)
O (-0.330, 3.722, -0.809)
H (0.483, 5.010, -2.826)
H (1.513, 6.151, -2.032)
H (-0.229, 6.198, -1.734)
H (1.750, 4.098, -0.748)
H (1.520, 5.876, 0.982)
H (0.521, 4.559, 1.389)
H (-0.238, 5.992, 0.626)
H (-1.118, 4.259, -0.696)
C (3.215, -3.154, -2.772)
C (2.267, -2.504, -3.760)
C (1.304, -3.555, -4.317)
O (1.446, -1.481, -3.284)
H (3.507, -4.150, -3.105)
H (2.814, -3.306, -1.769)
H (4.098, -2.532, -2.625)
H (2.837, -2.146, -4.617)
H (0.641, -3.905, -3.526)
H (1.991, -4.315, -4.691)
H (0.658, -3.138, -5.089)
H (1.924, -0.929, -2.661)


Of them, the most stable is run Q and the least stable is run P.


Run P
Computed, not measured: a gas-phase ion, C3H7N2O3 (charge +1), with the ωB97M-V functional and the def2-TZVPD basis.

As for the spin multiplicity: 1. As for the charge: +1.

CARTESIAN COORDINATES (ANGSTROEM)
C (-0.829, -0.358, 0.986)
C (0.133, 1.300, -0.254)
C (0.640, -1.249, -0.879)
N (-0.727, 0.929, 0.694)
N (-0.018, -1.307, 0.311)
O (1.746, -1.871, -0.941)
O (0.114, -0.684, -1.894)
O (-1.775, 1.668, 1.252)
H (-1.105, -0.567, 1.987)
H (0.094, 2.336, -0.507)
H (1.119, 0.816, -0.238)
H (0.412, -1.924, 0.985)
H (2.169, -1.843, -1.789)
H (-0.355, 0.285, -1.485)
H (-1.618, 2.470, 1.772)


Run Q
Computed, not measured: 2 unconnected molecules or ions with the total composition C3H7N2O3, with the ωB97M-V functional and the def2-TZVPD basis.

As for the spin multiplicity: 1. As for the charge: +1.

CARTESIAN COORDINATES (ANGSTROEM)
C (0.434, -0.632, 0.128)
C (-1.092, 1.427, 0.453)
C (-0.597, 0.197, -0.441)
N (0.446, -1.887, 0.403)
N (2.362, 0.161, -0.018)
O (2.168, 1.266, -0.296)
O (3.057, -0.739, -0.003)
O (-1.733, -0.550, -0.757)
H (-1.802, 1.056, 1.100)
H (-0.322, 1.886, 0.940)
H (-1.545, 2.095, -0.344)
H (0.039, 0.573, -1.329)
H (-0.291, -2.539, 0.140)
H (1.339, -2.361, 0.645)
H (-2.464, 0.045, -0.620)


Of them, the most stable is run P and the least stable is run Q.


Run P
Computed, not measured: 2 unconnected molecules or ions with the total composition C7H11INO3S, with the ωB97M-V functional and the def2-TZVPD basis.

As for the spin multiplicity: 1. As for the charge: -1.

CARTESIAN COORDINATES (ANGSTROEM)
C (-1.279, -0.576, 0.713)
C (-1.571, -0.364, -1.657)
C (-0.008, -0.231, -1.309)
C (-2.197, -0.520, -0.339)
C (2.018, 0.994, 0.712)
C (1.917, -1.578, 0.801)
C (1.180, -0.227, 0.986)
N (0.004, -0.371, 0.179)
O (-0.858, 2.529, 0.806)
O (-1.493, -0.666, 1.923)
O (-2.296, 2.830, -1.160)
S (-2.172, 2.344, 0.212)
I (-4.161, -1.228, -0.125)
H (-2.000, 0.650, -2.101)
H (-1.652, -1.183, -2.328)
H (0.505, -0.989, -1.773)
H (0.134, 0.852, -1.609)
H (1.528, 1.935, 0.987)
H (3.068, 0.938, 1.369)
H (2.490, 0.840, -0.286)
H (1.215, -2.285, 1.046)
H (2.789, -1.801, 1.363)
H (2.230, -1.714, -0.366)
H (0.611, -0.179, 1.956)


Run Q
Computed, not measured: a molecular structure, C7H11INO3S, with the ωB97M-V functional and the def2-TZVPD basis.

As for the spin multiplicity: 1. As for the charge: -1.

CARTESIAN COORDINATES (ANGSTROEM)
C (2.233, 0.905, 0.234)
C (1.968, -1.456, -1.380)
C (0.977, -1.086, -0.346)
C (3.313, -0.086, 0.356)
C (-0.991, 0.487, 1.325)
C (-1.085, 1.103, -1.151)
C (-0.215, 1.148, 0.103)
N (1.051, 0.341, -0.126)
O (2.617, -0.244, 2.871)
O (2.369, 2.110, 0.401)
O (4.803, -1.135, 2.309)
S (3.867, -0.032, 2.079)
I (4.988, 0.538, -0.724)
H (2.367, -2.473, -1.547)
H (2.079, -1.043, -2.398)
H (-0.013, -1.279, -0.576)
H (1.294, -1.535, 0.599)
H (-1.846, 0.925, 1.683)
H (-1.236, -0.575, 1.189)
H (-0.266, 0.307, 2.215)
H (-0.580, 1.735, -1.805)
H (-2.053, 1.512, -0.872)
H (-1.324, 0.037, -1.694)
H (-0.056, 2.085, 0.491)


Of them, the most stable is run P and the least stable is run Q.


Run P
Computed, not measured: a molecular structure, C20H30N4O2, with the ωB97M-V functional and the def2-TZVPD basis.

As for the spin multiplicity: 1.

CARTESIAN COORDINATES (ANGSTROEM)
C (-3.043, -1.412, -2.231)
H (-2.855, -2.295, -2.961)
H (-2.819, -0.432, -2.958)
C (-4.389, -1.437, -1.638)
H (-5.219, -1.593, -2.508)
H (-4.595, -2.398, -0.963)
C (-4.727, -0.285, -0.569)
N (-3.592, -0.013, 0.124)
C (-3.731, -0.983, 1.221)
C (-4.995, -1.034, 2.025)
C (-6.218, -0.975, 1.039)
C (-6.139, -0.033, -0.187)
H (-6.776, -0.473, -0.960)
H (-6.176, 0.951, 0.384)
H (-6.113, -2.193, 0.464)
H (-7.201, -1.112, 1.638)
H (-5.025, -1.941, 2.839)
H (-5.203, -0.087, 2.630)
H (-3.408, -1.892, 0.824)
H (-2.904, -0.775, 2.149)
C (-3.350, 1.307, 0.625)
H (-3.805, 2.125, 0.141)
C (-1.800, 1.651, 0.923)
C (-1.165, 1.513, -0.319)
N (0.334, 1.617, -0.621)
C (1.155, 0.359, -0.645)
O (0.585, -0.884, -1.042)
C (2.573, 0.629, -0.430)
C (3.147, 1.637, -0.282)
C (4.628, 1.668, -0.116)
C (5.332, 0.648, -0.021)
C (4.586, -0.709, -0.114)
C (3.287, -0.670, -0.183)
H (2.700, -1.776, -0.244)
N (5.286, -1.933, 0.255)
C (6.707, -1.768, 0.316)
O (7.266, -3.005, 0.337)
C (7.402, -0.660, 0.215)
N (6.649, 0.553, 0.332)
C (7.318, 1.857, 0.419)
H (7.025, 2.388, 1.121)
H (7.425, 2.226, -0.440)
H (8.320, 1.477, 0.771)
H (8.305, -0.838, 0.514)
H (7.528, -0.643, -1.205)
H (4.938, -2.778, 0.374)
H (5.180, 2.551, -0.165)
H (2.849, 2.458, -0.551)
H (0.800, 2.325, -0.030)
H (-1.536, 2.377, -1.067)
H (-1.364, 0.582, -1.033)
H (-1.593, 2.554, 1.280)
H (-1.186, 0.828, 1.416)
H (-3.725, 1.444, 1.777)
H (-4.436, 0.640, -1.288)
H (-2.242, -1.342, -1.382)


Run Q
Computed, not measured: C20H30N4O2 in the gas phase, with the ωB97M-V functional and the def2-TZVPD basis.

Its structure (SMILES) is CCCCn1nc(CC(=O)NCCN(CC)CC)c2ccccc2c1=O. As for the spin multiplicity: 1.

CARTESIAN COORDINATES (ANGSTROEM)
C (-5.658, -2.086, -0.595)
C (-5.173, -0.838, -1.324)
C (-4.927, 0.348, -0.391)
C (-3.825, 0.101, 0.641)
N (-2.550, -0.164, 0.002)
N (-2.000, 0.890, -0.598)
C (-0.897, 0.786, -1.260)
C (-0.339, 2.056, -1.830)
C (0.960, 2.377, -1.085)
O (2.037, 2.457, -1.634)
N (0.776, 2.539, 0.243)
C (1.886, 2.463, 1.165)
C (2.140, 1.000, 1.585)
N (3.425, 0.861, 2.237)
C (4.424, 0.184, 1.430)
C (4.880, 1.045, 0.256)
C (3.366, 0.424, 3.616)
C (2.969, -1.041, 3.836)
C (-0.181, -0.462, -1.355)
C (1.034, -0.624, -2.034)
C (1.668, -1.846, -2.029)
C (1.110, -2.937, -1.364)
C (-0.088, -2.800, -0.701)
C (-0.741, -1.566, -0.687)
C (-2.007, -1.432, 0.037)
O (-2.554, -2.337, 0.644)
H (-6.520, -1.855, 0.026)
H (-5.947, -2.849, -1.314)
H (-4.872, -2.499, 0.032)
H (-4.253, -1.072, -1.866)
H (-5.920, -0.538, -2.062)
H (-5.846, 0.584, 0.148)
H (-4.647, 1.220, -0.987)
H (-3.712, 0.987, 1.272)
H (-4.054, -0.766, 1.262)
H (-0.117, 1.952, -2.892)
H (-1.063, 2.857, -1.685)
H (-0.146, 2.363, 0.614)
H (2.766, 2.849, 0.651)
H (1.681, 3.083, 2.039)
H (1.328, 0.679, 2.248)
H (2.092, 0.375, 0.683)
H (5.284, -0.017, 2.073)
H (4.053, -0.783, 1.045)
H (5.247, 2.001, 0.619)
H (5.685, 0.541, -0.274)
H (4.070, 1.227, -0.445)
H (2.655, 1.075, 4.134)
H (4.352, 0.597, 4.057)
H (3.711, -1.708, 3.403)
H (2.898, -1.248, 4.900)
H (2.006, -1.255, 3.378)
H (1.483, 0.212, -2.546)
H (2.609, -1.960, -2.546)
H (1.620, -3.889, -1.371)
H (-0.548, -3.624, -0.178)


Of them, the most stable is run Q and the least stable is run P.